1.
{
  "formula": "C2H10NO2S",
  "method": "wB97M-V/def2-TZVPD",
  "spin_multiplicity": 2,
  "energy_ha": -685.5071,
  "relative_energy_kj_mol": 65.28,
  "lumo_ev": [5.97, 5.85],
  "max_force_ev_per_a": 1.3,
  "charge": -2,
  "e_homo_ev": [3.7, -0.1],
  "symbols": ["C", "C", "S", "N", "H", "H", "H", "H", "H", "H", "H", "H", "O", "H", "H", "O"],
  "positions_angstrom": [[-0.6940, 1.2472, 0.0964], [0.2902, 0.0968, 0.3702], [1.5299, 0.2102, 1.6783], [0.0156, 2.4201, -0.4278], [-1.2097, 1.4360, 1.0360], [-1.4370, 0.8392, -0.5908], [0.7690, -0.0083, -0.6066], [-0.3103, -0.8038, 0.5001], [0.9927, 2.2548, -0.2030], [-0.1925, 3.2240, 0.1594], [-3.2734, -0.8045, -1.2779], [-2.3461, -0.4427, -2.4430], [-3.2899, -0.5377, -2.2273], [1.3810, -1.8927, -0.5962], [0.4057, -2.8723, 0.0137], [1.1026, -2.8128, -0.6494]]
}

2.
{
  "formula": "C4H11N2S",
  "method": "wB97M-V/def2-TZVPD",
  "energy_ha": -666.6688,
  "relative_energy_kj_mol": 204.23,
  "lumo_ev": 3.62,
  "max_force_ev_per_a": 4.0,
  "smiles": "NCNCCC[S-]",
  "charge": -1,
  "e_homo_ev": -2.6,
  "symbols": ["N", "C", "N", "C", "C", "C", "S", "H", "H", "H", "H", "H", "H", "H", "H", "H", "H", "H"],
  "positions_angstrom": [[1.3102, 0.5399, 1.2945], [-0.0412, 0.4507, 1.8338], [-1.1562, 0.8075, 0.8745], [-1.3623, -0.1562, -0.2125], [-0.2119, -0.1580, -1.3120], [1.1294, -0.8718, -1.4100], [2.4053, 0.1030, -2.3433], [1.5261, 1.5095, 0.9773], [1.4453, 0.0479, 0.4631], [-0.3970, -0.5903, 2.2671], [-0.2355, 1.1257, 2.6827], [-1.9869, 0.9721, 1.4027], [-1.6146, -1.1491, 0.2499], [-2.4056, -0.0043, -0.7177], [-0.0060, 0.9844, -1.5172], [-0.7447, -0.3456, -2.2660], [1.4561, -1.3692, -0.4092], [0.8895, -1.8962, -1.8576]]
}

3.
{
  "formula": "C2H3OS4",
  "method": "wB97M-V/def2-TZVPD",
  "energy_ha": -1745.9820,
  "lumo_ev": 3.12,
  "max_force_ev_per_a": 2.4,
  "charge": -1,
  "e_homo_ev": -2.4,
  "symbols": ["C", "C", "O", "S", "S", "S", "S", "H", "H", "H"],
  "positions_angstrom": [[-1.7371, -0.7160, -0.0682], [0.7223, 0.4450, 0.0978], [-1.4519, -1.7685, -0.5270], [-2.5875, 0.5808, 0.2585], [1.3685, 0.3015, 1.9137], [0.6798, 1.9017, -0.9263], [1.6734, -0.8030, -0.8699], [1.1727, -0.9831, 1.7395], [-0.4889, 2.6110, -0.3824], [0.6486, -1.5693, -1.2358]]
}

4.
{
  "formula": "C3H5N3OS",
  "method": "wB97M-V/def2-TZVPD",
  "energy_ha": -754.9698,
  "relative_energy_kj_mol": 181.84,
  "lumo_ev": 0.54,
  "max_force_ev_per_a": 1.2,
  "smiles": "Nc1cn(O)c(=S)[nH]1",
  "charge": 0,
  "e_homo_ev": -7.6,
  "symbols": ["N", "C", "C", "N", "O", "C", "S", "N", "H", "H", "H", "H", "H"],
  "positions_angstrom": [[2.1795, 0.6832, 0.6315], [0.8970, 0.2395, 0.2872], [0.1825, -0.8788, 0.5809], [-1.0056, -0.7450, -0.1130], [-2.0011, -1.6684, -0.0806], [-1.0801, 0.4053, -0.7974], [-2.3867, 0.8803, -1.7552], [0.1144, 1.0036, -0.5544], [2.8269, -0.1123, 0.7930], [2.1753, 1.2884, 1.4499], [0.3558, -1.7383, 1.2144], [-2.6827, -1.2506, -0.6832], [0.4247, 1.8930, -0.9732]]
}

5.
{
  "formula": "CH3HgMgO",
  "method": "wB97M-V/def2-TZVPD",
  "spin_multiplicity": 3,
  "energy_ha": -468.2163,
  "lumo_ev": [-4.98, -6.43],
  "max_force_ev_per_a": 5.9,
  "charge": 1,
  "e_homo_ev": [-11.8, -14.7],
  "symbols": ["O", "C", "H", "H", "Hg", "Mg", "H"],
  "positions_angstrom": [[0.1592, -0.4088, -0.9597], [0.2598, 0.2493, 0.2083], [-0.3301, -0.1859, 1.0167], [1.1475, 0.8629, 0.3714], [-1.4517, -1.6945, -1.8462], [0.3751, -1.4198, -3.1169], [0.5628, 0.0615, -1.8370]]
}

6.
{
  "formula": "C3H3N3O",
  "method": "wB97M-V/def2-TZVPD",
  "energy_ha": -355.6111,
  "relative_energy_kj_mol": 75.63,
  "lumo_ev": 0.49,
  "max_force_ev_per_a": 1.7,
  "smiles": "N=C=CC=O.N#N",
  "charge": 0,
  "e_homo_ev": -9.7,
  "symbols": ["N", "C", "C", "C", "O", "H", "H", "H", "N", "N"],
  "positions_angstrom": [[1.9751, -0.2219, 0.6404], [0.8728, -0.5435, 0.2526], [-0.3310, -0.9694, -0.1094], [-1.4738, -0.6993, 0.7694], [-1.4057, -0.0913, 1.8171], [2.3156, 0.7076, 0.4009], [-0.4577, -1.5026, -1.0449], [-2.4413, -1.0974, 0.4009], [0.9231, 2.0821, -1.2741], [0.0229, 2.3357, -1.8529]]
}